Record 1
C5H9NO in the gas phase, computed with ωB97M-V/def2-TZVPD.

```
16
C5H9NO (ωB97M-V/def2-TZVPD)
C 2.076 -0.482 0.171
C 0.770 0.272 0.492
C -0.361 -0.046 -0.511
O -0.355 -1.398 -0.951
C -1.769 0.095 0.085
C -2.188 1.464 0.401
N -2.566 2.527 0.632
H 2.664 0.020 -0.603
H 2.727 -0.549 1.047
H 1.847 -1.506 -0.138
H 0.939 1.358 0.483
H 0.453 -0.006 1.507
H -0.278 0.617 -1.385
H 0.371 -1.529 -1.573
H -1.853 -0.523 0.988
H -2.474 -0.313 -0.645
```

E_tot	-325.8962	Eh
lowest unoccupied orbital energy	0.0249	hartree
structure (SMILES)	CC[C@@H](O)CC#N


Record 2
C5H9NO in the gas phase, computed with ωB97M-V/def2-TZVPD.

```
16
C5H9NO (ωB97M-V/def2-TZVPD)
N -0.399 1.614 -1.861
C -0.428 0.738 -0.821
C 0.398 1.046 0.212
C 1.081 -0.028 0.980
C 0.461 -1.370 0.566
C -1.017 -1.184 0.245
O -1.141 -0.395 -0.949
H -1.218 1.877 -2.399
H 0.351 2.220 -1.513
H 0.301 2.052 0.602
H 0.971 0.156 2.051
H 2.167 -0.054 0.776
H 0.940 -1.757 -0.342
H 0.590 -2.111 1.357
H -1.537 -0.682 1.076
H -1.520 -2.124 0.020
```

E_tot	-325.8616	Eh
lowest unoccupied orbital energy	0.0396	hartree
structure (SMILES)	NC1=CCCCO1


Record 3
2 unconnected molecules or ions with the total composition C5H9NO, computed with ωB97M-V/def2-TZVPD.

```
16
C5H9NO (ωB97M-V/def2-TZVPD)
C -1.655 -0.122 1.129
C -1.633 0.191 -0.161
N -0.886 1.303 -0.672
C 0.386 0.918 -1.200
C 1.495 0.886 -0.468
H -1.145 0.496 1.865
H -2.174 -1.013 1.471
H -2.165 -0.430 -0.887
H -1.427 1.762 -1.399
H 0.416 0.602 -2.246
H 1.497 1.211 0.571
H 2.424 0.524 -0.899
C 1.318 -1.819 0.710
O 1.160 -2.618 -0.178
H 0.474 -1.282 1.177
H 2.322 -1.575 1.116
```

E_tot	-325.8111	Eh
lowest unoccupied orbital energy	0.0324	hartree
structure (SMILES)	C=CNC=C.C=O


Record 4
C5H9NO in the gas phase, computed with ωB97M-V/def2-TZVPD.

```
16
C5H9NO (ωB97M-V/def2-TZVPD)
C -1.519 1.234 1.311
C -1.334 -0.173 0.851
O -2.147 -1.041 1.120
C -0.224 -0.687 0.015
C 1.211 -0.710 0.438
N 0.773 0.210 -0.572
C 1.282 0.023 -1.922
H -2.424 1.624 0.831
H -1.719 1.191 2.385
H -0.674 1.884 1.086
H -0.790 -1.634 -0.199
H 1.780 -1.578 0.093
H 1.527 -0.311 1.399
H 2.302 0.421 -2.002
H 0.656 0.583 -2.619
H 1.301 -1.034 -2.216
```

E_tot	-325.8393	Eh
lowest unoccupied orbital energy	0.0353	hartree
structure (SMILES)	CC(=O)[C@@H]1CN1C


Record 5
C5H9NO in the gas phase, computed with ωB97M-V/def2-TZVPD.

```
16
C5H9NO (ωB97M-V/def2-TZVPD)
O 1.620 2.034 0.093
C 0.778 1.197 -0.660
C -0.645 0.962 -0.077
C -0.288 -0.514 0.108
C -1.185 -1.682 0.125
N -0.453 -1.281 1.331
C 1.069 -0.325 -0.565
H 1.700 1.652 0.977
H 0.789 1.608 -1.672
H -1.462 1.152 -0.780
H -0.834 1.525 0.846
H -0.860 -2.623 -0.313
H -2.259 -1.502 0.077
H -1.075 -0.790 1.970
H 1.926 -0.577 0.068
H 1.179 -0.834 -1.528
```

E_tot	-325.8401	Eh
lowest unoccupied orbital energy	0.0372	hartree
structure (SMILES)	O[C@H]1C[C@]2(CN2)C1


Record 6
2 unconnected molecules or ions with the total composition C5H9NO, computed with ωB97M-V/def2-TZVPD.

```
16
C5H9NO (ωB97M-V/def2-TZVPD)
C 0.154 -1.230 1.332
C 0.576 0.181 1.020
N 1.721 0.343 0.134
C 0.394 0.786 -0.330
C -0.135 0.034 -1.571
C -2.268 1.090 -0.691
O -2.920 0.239 -0.312
H 0.339 -1.877 0.471
H 0.726 -1.628 2.178
H -0.911 -1.268 1.583
H 0.508 0.869 1.868
H 2.309 1.122 0.424
H 0.243 1.869 -0.320
H 0.363 -0.928 -1.613
H 0.093 0.643 -2.449
H -1.191 -0.247 -1.725
```

E_tot	-325.8431	Eh
lowest unoccupied orbital energy	0.0382	hartree


| no. | Kohn-Sham gap (eV) |
| --- | --- |
| 1 | 11.611 |
| 2 | 8.477 |
| 3 | 10.109 |
| 4 | 10.439 |
| 5 | 10.562 |
| 6 | 10.612 |